Here is a cluster of 2 separate species, C2H6ClISi in total in a non-equilibrium geometry from the OMol25 dataset. Energies are from ωB97M-V/def2-TZVPD.

CARTESIAN COORDINATES (ANGSTROEM)
C (0.513, -1.281, -0.445)
C (-0.206, 2.039, -0.648)
Si (-0.586, 0.156, -0.795)
Cl (-0.271, -1.733, 2.487)
I (-3.054, -0.247, -1.318)
H (0.380, -2.175, -1.080)
H (1.546, -0.966, -0.355)
H (0.281, -1.616, 0.625)
H (-0.310, 2.647, -1.501)
H (-0.550, 2.662, 0.184)
H (0.778, 2.073, -0.400)

Calculated values
Energy relative to the best compared isomer or geometry (same formula, charge and spin) = 92.8 kcal per mole
E_HOMO = -8.1 eV



Here is a structure of composition BCr2F8H26O17P2 in a non-equilibrium geometry from the OMol25 dataset. Energies are from ωB97M-V/def2-TZVPD.

CARTESIAN COORDINATES (ANGSTROEM)
Cr (-3.117, 1.201, -0.325)
Cr (0.172, -3.612, -0.017)
O (-3.234, -0.773, -0.328)
P (-3.092, -2.275, -0.382)
O (-1.701, -2.849, -0.177)
F (-3.517, -2.732, -1.872)
F (-4.226, -2.878, 0.540)
O (-1.202, 0.583, -0.124)
P (0.212, 0.167, 0.258)
O (0.453, -1.336, 0.190)
F (0.664, 0.608, 1.745)
F (1.420, 0.805, -0.621)
B (-0.745, -1.042, -3.535)
F (0.440, -1.661, -3.875)
F (-0.690, 0.279, -4.024)
F (-1.847, -1.812, -4.031)
F (-0.840, -0.925, -2.191)
O (3.675, -1.488, -0.446)
H (3.835, -1.596, -1.383)
H (3.741, -0.545, -0.298)
O (-2.904, 2.172, 1.588)
H (-3.350, 2.156, 2.435)
H (-2.023, 2.490, 1.786)
O (0.088, 2.650, -2.918)
H (-0.218, 2.187, -3.698)
H (1.020, 2.439, -2.863)
O (-2.738, 0.970, -2.429)
H (-2.282, 0.412, -3.059)
H (-3.052, 1.711, -2.947)
O (1.138, -1.458, 3.678)
H (2.010, -1.086, 3.540)
H (0.640, -0.754, 4.094)
O (-0.201, -3.202, 2.257)
H (-0.740, -3.650, 2.909)
H (0.441, -2.713, 2.772)
O (1.430, -3.042, -1.776)
H (1.649, -2.203, -2.181)
H (1.486, -3.676, -2.491)
O (-0.494, 3.082, 2.221)
H (0.164, 3.602, 1.760)
H (-0.680, 3.580, 3.016)
O (-0.591, 0.821, 4.134)
H (-0.232, 1.089, 3.289)
H (-0.207, 1.432, 4.763)
O (2.129, -3.232, 0.912)
H (2.515, -3.500, 1.746)
H (2.785, -2.658, 0.518)
O (2.907, 1.674, 2.692)
H (1.997, 1.782, 2.416)
H (3.413, 2.174, 2.051)
O (2.586, 2.237, -2.416)
H (2.256, 1.592, -1.791)
H (2.919, 2.950, -1.871)
O (-1.669, 3.039, -0.907)
H (-1.478, 3.944, -0.663)
H (-1.116, 2.874, -1.671)

Calculated values
Net charge = +3
Expectation value of S² = 12.089
Spin multiplicity = 7
E_HOMO (spin up / spin down) = -18.9 / -18.9 eV



Here is a structure of composition C46H30AgCl3F14GeN3O2S2 in a non-equilibrium geometry from the OMol25 dataset. Energies are from ωB97M-V/def2-TZVPD.

CARTESIAN COORDINATES (ANGSTROEM)
Ag (0.429, -0.909, -1.579)
F (0.420, 1.194, 6.039)
C (1.174, 1.684, 3.811)
C (0.519, 0.665, 3.112)
F (-0.454, -0.042, 3.717)
C (0.803, 0.393, 1.795)
F (0.090, -0.587, 1.179)
C (1.782, 1.085, 1.057)
S (2.123, 0.786, -0.571)
C (2.461, 2.091, 1.785)
F (3.421, 2.805, 1.180)
C (2.154, 2.380, 3.092)
F (2.808, 3.386, 3.703)
Cl (0.964, 6.211, -4.040)
C (0.135, 5.844, -2.578)
C (0.702, 4.980, -1.654)
C (-0.006, 4.651, -0.514)
C (-1.271, 5.176, -0.277)
C (-2.099, 4.669, 0.879)
C (-3.006, 3.509, 0.346)
N (-2.319, 2.679, -0.600)
C (-2.158, 2.924, -1.936)
C (-1.333, 1.948, -2.407)
N (-1.000, 1.106, -1.392)
C (-1.593, 1.578, -0.325)
O (-1.265, 4.237, 1.927)
C (-1.782, 4.446, 3.232)
C (-0.659, 4.138, 4.198)
C (0.271, 5.191, 4.491)
Cl (0.370, 6.441, 3.287)
S (1.131, 5.356, 5.866)
C (0.694, 2.198, 5.147)
C (-0.547, 2.868, 4.651)
C (-1.801, 6.069, -1.202)
Cl (-3.378, 6.743, -0.967)
C (-1.111, 6.408, -2.352)
H (1.672, 4.545, -1.829)
H (0.407, 3.957, 0.201)
H (-2.757, 5.471, 1.241)
H (-3.889, 3.944, -0.132)
H (-3.316, 2.892, 1.194)
H (-2.644, 3.735, -2.436)
H (-0.955, 1.803, -3.399)
H (-1.552, 1.146, 0.653)
H (-2.633, 3.774, 3.420)
H (-2.124, 5.484, 3.351)
H (1.418, 2.863, 5.621)
H (-1.342, 2.169, 4.430)
H (-1.543, 7.081, -3.074)
C (-0.819, -2.014, -2.982)
C (-2.187, -2.187, -2.543)
C (-3.089, -1.108, -2.500)
C (-4.370, -1.254, -2.026)
C (-4.809, -2.505, -1.575)
C (-3.950, -3.606, -1.672)
C (-2.676, -3.449, -2.161)
C (-6.108, -2.676, -1.064)
N (-7.168, -2.827, -0.644)
H (-0.692, -1.211, -3.720)
H (-0.360, -2.938, -3.330)
H (-2.761, -0.142, -2.852)
H (-5.042, -0.406, -1.991)
H (-4.294, -4.576, -1.342)
H (-2.030, -4.308, -2.247)
F (5.267, -2.756, -1.459)
C (4.771, -2.920, -2.683)
F (5.819, -2.854, -3.524)
F (4.324, -4.181, -2.752)
C (3.638, -1.898, -2.996)
O (2.696, -1.881, -2.083)
C (3.050, -2.274, -4.393)
F (3.956, -2.481, -5.363)
F (2.317, -3.390, -4.317)
F (2.225, -1.319, -4.843)
C (4.316, -0.499, -3.143)
F (3.405, 0.459, -3.315)
F (5.152, -0.403, -4.197)
F (5.035, -0.184, -2.069)
Ge (0.971, -3.235, -0.707)
C (-0.689, -4.075, 0.093)
C (-1.544, -3.438, 0.979)
C (-2.599, -4.117, 1.563)
C (-2.830, -5.444, 1.249)
C (-1.989, -6.092, 0.360)
C (-0.927, -5.410, -0.205)
C (2.253, -3.363, 0.804)
C (3.442, -4.046, 0.596)
C (4.312, -4.288, 1.643)
C (4.002, -3.844, 2.916)
C (2.808, -3.179, 3.140)
C (1.941, -2.942, 2.089)
H (1.407, -4.329, -1.687)
H (-1.386, -2.399, 1.220)
H (-3.246, -3.609, 2.263)
H (-3.660, -5.974, 1.695)
H (-2.162, -7.130, 0.107)
H (-0.264, -5.916, -0.896)
H (3.673, -4.398, -0.397)
H (5.232, -4.826, 1.464)
H (4.682, -4.026, 3.737)
H (2.549, -2.850, 4.137)
H (1.000, -2.449, 2.283)

Calculated values
Net charge = -1
Energy relative to the best compared isomer or geometry (same formula, charge and spin) = 33.4 kcal per mole
E_HOMO = -5.2 eV



Here is a cluster of 2 separate species, C24H24NO2 in total in a non-equilibrium geometry from the OMol25 dataset. Energies are from ωB97M-V/def2-TZVPD.

CARTESIAN COORDINATES (ANGSTROEM)
C (5.903, -0.439, -2.480)
O (5.176, 0.543, -1.699)
C (3.869, 0.332, -1.380)
C (3.194, 1.346, -0.649)
C (1.863, 1.200, -0.320)
C (1.125, 0.050, -0.690)
C (-0.320, 0.007, -0.544)
C (-1.130, -1.206, -0.736)
C (-2.430, -0.817, -1.196)
C (-3.340, -1.766, -1.658)
C (-2.988, -3.116, -1.619)
C (-1.720, -3.505, -1.149)
C (-0.785, -2.559, -0.712)
C (-2.459, 0.632, -1.306)
C (-1.169, 1.150, -0.930)
C (-0.888, 2.486, -1.213)
C (-1.885, 3.306, -1.760)
C (-3.160, 2.799, -2.074)
C (-3.432, 1.443, -1.879)
C (1.824, -0.968, -1.379)
C (3.163, -0.844, -1.717)
H (6.904, -0.033, -2.582)
H (5.950, -1.411, -1.965)
H (5.456, -0.574, -3.475)
H (3.747, 2.240, -0.370)
H (1.363, 2.031, 0.178)
H (-4.301, -1.415, -2.034)
H (-3.704, -3.867, -1.952)
H (-1.460, -4.563, -1.142)
H (0.214, -2.871, -0.405)
H (0.113, 2.879, -1.073)
H (-1.663, 4.356, -1.954)
H (-3.926, 3.465, -2.468)
H (-4.394, 1.005, -2.154)
H (1.278, -1.830, -1.763)
H (3.662, -1.653, -2.255)
C (0.308, 0.790, 4.455)
C (0.435, 0.866, 2.935)
N (-0.494, -0.014, 2.266)
C (-1.704, -0.540, 2.858)
C (-1.662, -0.499, 4.387)
O (-1.064, 0.716, 4.835)
H (0.866, -0.109, 4.792)
H (0.674, 1.720, 4.912)
H (0.279, 1.905, 2.589)
H (1.447, 0.554, 2.642)
H (-0.597, 0.196, 1.285)
H (-2.579, 0.023, 2.486)
H (-1.797, -1.587, 2.533)
H (-2.683, -0.472, 4.797)
H (-1.079, -1.381, 4.734)

Calculated values
Net charge = +1
Energy relative to the best compared isomer or geometry (same formula, charge and spin) = 39.0 kcal per mole
E_HOMO = -10.9 eV



Here is a cluster of 9 separate species, C6H29NO9 in total in a non-equilibrium geometry from the OMol25 dataset. Energies are from ωB97M-V/def2-TZVPD.

CARTESIAN COORDINATES (ANGSTROEM)
C (0.860, -1.407, 0.840)
C (-0.730, -1.332, 0.624)
C (-1.412, -0.424, 1.658)
C (-1.865, 0.950, 1.000)
C (-3.416, 0.981, 0.664)
N (-1.351, 1.987, 1.951)
C (-0.205, 2.716, 1.602)
O (0.476, 2.755, 0.632)
H (1.140, -0.701, 1.565)
H (1.576, -0.959, 0.103)
H (1.243, -2.325, 1.170)
H (-0.869, -0.821, -0.391)
H (-1.147, -2.302, 0.702)
H (-0.665, -0.294, 2.584)
H (-2.364, -0.807, 2.244)
H (-1.227, 0.956, 0.029)
H (-3.717, 0.430, -0.181)
H (-3.678, 2.048, 0.520)
H (-3.980, 0.665, 1.481)
H (-2.072, 2.246, 2.705)
H (0.196, 3.128, 2.445)
O (2.120, -0.577, -2.178)
H (2.786, -0.375, -2.805)
H (2.418, -1.370, -1.720)
O (-0.239, 0.458, -1.714)
H (0.501, 0.069, -2.015)
H (-0.066, 1.149, -1.044)
O (2.960, 1.614, 2.500)
H (2.690, 1.224, 1.653)
H (3.218, 0.933, 3.126)
O (0.686, -1.238, -4.138)
H (0.806, -0.608, -3.299)
H (-0.220, -1.363, -3.880)
O (0.537, 0.841, 4.028)
H (-0.250, 0.118, 4.164)
H (0.512, 1.266, 3.151)
O (0.224, -4.159, -2.014)
H (-0.610, -3.693, -2.139)
H (0.794, -3.820, -1.450)
O (2.576, -3.092, -1.333)
H (2.297, -3.766, -1.821)
H (3.458, -3.280, -0.949)
O (-2.867, 1.649, -2.425)
H (-2.153, 1.753, -3.218)
H (-2.340, 1.665, -1.564)

Calculated values
Structure (SMILES) = CCC[C@@H](C)NC=O.O.O.O.O.O.O.O.O
Energy relative to the best compared isomer or geometry (same formula, charge and spin) = 164.1 kcal per mole
E_HOMO = -9.9 eV



| no. | total energy (eV) |
| --- | --- |
| 1 | -30670.698 |
| 2 | -133052.042 |
| 3 | -214552.814 |
| 4 | -30854.044 |
| 5 | -26605.666 |